110
Properties=species:S:1:pos:R:3:lowdin_charge:R:1 method="wB97M-V/def2-TZVPD" orbital_gap_ev=10.78 max_force_ev_per_a=3.5 relative_energy_kcal_mol=40.2 e_homo_ev=-10.64 total_energy_ha=-4858.9172 smiles="O=C1OC[C@@H](F)O1.O=C1OC[C@@H](F)O1.O=C1OC[C@@H](F)O1.O=C1OC[C@@H](F)O1.O=C1OC[C@@H](F)O1.O=C1OC[C@@H](F)O1.O=C1OC[C@@H](F)O1.O=C1OC[C@@H](F)O1.O=C1OC[C@@H](F)O1.O=C1OC[C@@H](F)O1.O=C1OC[C@@H](F)O1"
O -2.517 -0.714 -3.359 0.18
C -3.371 -1.117 -4.058 -0.51
O -3.353 -2.223 -4.811 0.09
C -4.606 -2.517 -5.396 -0.02
C -5.456 -1.271 -5.004 -0.31
F -6.371 -1.592 -4.086 0.08
O -4.536 -0.422 -4.385 0.12
H -4.478 -2.644 -6.453 0.14
H -5.102 -3.346 -4.931 0.14
H -6.011 -0.706 -5.703 0.16
O -4.483 -5.074 -1.016 0.19
C -4.517 -3.895 -0.881 -0.51
O -5.581 -3.092 -0.989 0.09
C -5.230 -1.734 -0.828 -0.05
C -3.739 -1.778 -0.521 -0.25
F -3.366 -1.299 0.765 0.02
O -3.389 -3.134 -0.570 0.10
H -5.289 -1.192 -1.760 0.12
H -5.822 -1.342 0.003 0.15
H -3.149 -1.179 -1.209 0.12
O -2.335 2.638 2.015 0.16
C -1.237 3.113 1.966 -0.53
O -0.136 2.376 1.815 0.07
C 1.001 3.250 1.861 -0.06
C 0.481 4.637 1.851 -0.25
F 0.565 5.108 0.556 0.06
O -0.883 4.396 2.246 0.14
H 1.599 3.012 2.787 0.17
H 1.655 3.059 1.030 0.12
H 0.942 5.323 2.464 0.15
O 4.356 0.501 2.259 0.16
C 3.988 -0.623 2.327 -0.59
O 4.053 -1.536 1.343 0.06
C 3.483 -2.791 1.899 0.01
C 2.874 -2.371 3.223 -0.32
F 3.195 -3.182 4.280 0.06
O 3.479 -1.130 3.470 0.15
H 2.651 -3.032 1.294 0.08
H 4.235 -3.606 1.942 0.16
H 1.815 -2.343 3.195 0.10
O 5.190 2.817 -3.444 0.17
C 5.068 2.206 -2.425 -0.54
O 4.484 1.016 -2.294 0.07
C 4.677 0.525 -0.982 -0.04
C 5.594 1.595 -0.340 -0.27
F 6.885 1.235 -0.592 0.07
O 5.350 2.682 -1.178 0.10
H 3.718 0.493 -0.448 0.12
H 5.167 -0.441 -1.057 0.14
H 5.468 1.882 0.669 0.14
O 1.597 -5.668 2.051 0.17
C 0.704 -5.135 1.457 -0.53
O 0.735 -4.046 0.674 0.05
C -0.608 -3.794 0.119 0.00
C -1.302 -5.120 0.399 -0.34
F -1.073 -5.898 -0.634 0.10
O -0.580 -5.635 1.508 0.12
H -1.133 -3.113 0.695 0.10
H -0.416 -3.667 -0.968 0.16
H -2.323 -5.363 0.607 0.16
O 3.885 4.357 1.512 0.16
C 4.659 4.891 0.775 -0.56
O 4.285 5.848 -0.093 0.10
C 5.433 6.161 -0.886 -0.03
C 6.566 5.434 -0.256 -0.33
F 7.501 6.158 0.348 0.09
O 5.973 4.608 0.723 0.14
H 5.196 5.752 -1.799 0.11
H 5.572 7.234 -0.926 0.15
H 7.189 4.783 -0.934 0.19
O 0.389 -1.487 4.060 0.17
C -0.783 -1.254 4.071 -0.52
O -1.757 -2.124 4.267 0.09
C -3.010 -1.428 4.410 0.00
C -2.663 -0.067 3.718 -0.36
F -3.275 0.892 4.430 0.07
O -1.306 -0.032 3.776 0.15
H -3.709 -2.001 3.786 0.14
H -3.281 -1.265 5.468 0.15
H -3.025 -0.003 2.647 0.16
O 2.103 -2.149 -1.313 0.21
C 2.600 -1.989 -2.370 -0.48
O 3.712 -2.528 -2.863 0.09
C 4.042 -1.935 -4.121 -0.03
C 2.769 -1.175 -4.489 -0.30
F 1.951 -1.983 -5.293 0.03
O 2.159 -0.941 -3.265 0.08
H 4.801 -1.143 -3.875 0.15
H 4.376 -2.671 -4.797 0.13
H 2.914 -0.211 -5.004 0.18
O -5.130 1.117 0.048 0.19
C -5.435 1.633 1.060 -0.55
O -5.714 2.916 1.212 0.10
C -6.055 3.219 2.601 0.00
C -5.947 1.819 3.240 -0.28
F -7.286 1.473 3.552 0.01
O -5.416 0.996 2.285 0.12
H -5.347 3.991 2.944 0.15
H -7.057 3.531 2.776 0.12
H -5.341 1.757 4.135 0.15
O 1.479 -0.110 1.432 0.21
C 0.818 0.129 0.486 -0.51
O -0.349 -0.451 0.125 0.09
C -0.678 0.007 -1.193 -0.07
C 0.272 1.117 -1.460 -0.30
F -0.233 2.357 -1.175 0.08
O 1.324 0.910 -0.554 0.11
H -0.703 -0.731 -1.988 0.12
H -1.691 0.410 -1.194 0.13
H 0.603 1.082 -2.487 0.16